(1)
The following is a DFT calculation (wB97M-V/def2-TZVPD) of a molecular structure, C4H3ErLi2O2.

```
! wB97M-V def2-TZVPD RIJCOSX def2/J DEFGRID3
* xyz 3 5
C 0.66 -0.58 -1.35
O 0.83 -1.73 -0.96
Li 2.01 -3.07 -1.65
Er -0.70 1.33 1.89
C 1.60 1.92 -0.80
C 0.44 1.60 -0.26
C -0.35 0.34 -0.75
O -1.02 -0.24 0.32
Li -0.70 -2.02 0.51
H 1.70 0.31 -1.60
H -1.02 0.67 -1.57
H 1.89 2.88 -1.22
*
```

Values from the calculation:
HOMO level (spin up / spin down): -18.19 / -21.57 eV
electronic energy: -1333.605556 hartree
expectation value of S²: 6.0336

(2)
The following is a DFT calculation (wB97M-V/def2-TZVPD) of a single C4H3F3 molecule.

```
! wB97M-V def2-TZVPD RIJCOSX def2/J DEFGRID3
* xyz 0 1
C 1.73 0.43 0.14
C 0.79 -0.47 -0.15
C -0.67 -0.51 -0.03
F -1.11 -1.79 0.02
C -1.67 0.39 -0.01
F -2.96 0.08 0.09
F -1.50 1.70 -0.08
H 2.77 0.19 -0.01
H 1.50 1.41 0.52
H 1.12 -1.44 -0.50
*
```

Values from the calculation:
HOMO level: -9.20 eV
electronic energy: -453.749641 hartree
SMILES string: C=CC(F)=C(F)F

(3)
The following is a DFT calculation (wB97M-V/def2-TZVPD) of a single C4H3F3 molecule.

```
! wB97M-V def2-TZVPD RIJCOSX def2/J DEFGRID3
* xyz 0 3
C 0.31 0.66 0.67
C 0.52 -0.05 -0.60
C -0.76 0.70 1.49
C 0.15 -1.20 -1.11
F 1.48 0.53 -1.38
F 0.63 -1.51 -2.33
F -0.75 -2.01 -0.69
H 0.92 1.55 0.57
H -0.95 1.37 2.32
H -1.55 -0.04 1.07
*
```

Values from the calculation:
HOMO level (spin up / spin down): -6.01 / -10.51 eV
electronic energy: -453.603404 hartree
expectation value of S²: 2.0154

(4)
The following is a DFT calculation (wB97M-V/def2-TZVPD) of a single C4H3F5I2 molecule.

```
! wB97M-V def2-TZVPD RIJCOSX def2/J DEFGRID3
* xyz 0 3
C -1.58 -0.42 -0.58
C -0.73 -0.73 0.65
C 1.38 2.26 0.13
C 0.05 -1.96 0.56
F 2.57 1.80 -0.32
F 1.68 3.35 0.79
F 0.57 2.55 -0.90
F -0.60 -3.02 0.16
F 0.69 -2.17 1.71
I -0.11 1.04 1.54
I 1.73 -1.77 -1.04
H -2.23 -1.22 -1.18
H -0.99 0.06 -1.30
H -2.44 0.23 -0.23
*
```

Values from the calculation:
HOMO level (spin up / spin down): -7.13 / -9.83 eV
electronic energy: -1248.746706 hartree
expectation value of S²: 2.0195

(5)
The following is a DFT calculation (wB97M-V/def2-TZVPD) of a molecular structure, C4H3F6NO.

```
! wB97M-V def2-TZVPD RIJCOSX def2/J DEFGRID3
* xyz 0 1
C 1.14 -0.97 -0.67
C -1.25 -0.52 0.64
C -0.54 0.12 -0.52
C -0.36 1.62 -0.41
N 1.80 -0.97 0.47
O 1.18 -1.49 -1.73
F -2.39 0.13 1.00
F -0.39 -0.39 1.68
F -1.12 -0.14 -1.73
F 0.18 2.20 -1.51
F 0.70 1.81 0.52
F -1.42 2.38 0.01
H -1.38 -1.65 0.43
H 1.29 -0.54 1.20
H 2.55 -1.58 0.65
*
```

Values from the calculation:
HOMO level: -10.25 eV
electronic energy: -883.385287 hartree

(6)
The following is a DFT calculation (wB97M-V/def2-TZVPD) of a molecular structure, C4H3FFeO6.

```
! wB97M-V def2-TZVPD RIJCOSX def2/J DEFGRID3
* xyz 1 6
C 1.00 1.02 -0.73
C 1.36 -0.44 -0.48
O 1.68 -0.76 0.90
C 0.77 -1.02 1.76
O -0.43 -0.73 1.73
O 1.18 -1.67 2.80
O 0.19 1.59 0.14
F 2.22 1.72 -0.74
H 2.24 -0.74 -1.05
H 0.51 -1.06 -0.79
O -3.99 -0.15 -1.84
C -3.20 0.04 -1.03
O -2.74 0.21 0.05
Fe -1.25 0.94 1.09
H 0.46 1.05 -1.81
*
```

Values from the calculation:
HOMO level (spin up / spin down): -14.31 / -14.43 eV
electronic energy: -1968.912396 hartree
expectation value of S²: 8.7652

(7)
The following is a DFT calculation (wB97M-V/def2-TZVPD) of a single C4H3FN2O molecule.

```
! wB97M-V def2-TZVPD RIJCOSX def2/J DEFGRID3
* xyz 0 1
C -1.87 -1.00 0.12
C -1.06 0.06 -0.04
F -1.58 1.30 -0.12
C 0.41 0.06 -0.11
C 1.23 1.16 0.01
O 2.49 0.70 0.12
N 2.46 -0.67 -0.06
N 1.25 -1.03 -0.17
H -2.92 -0.82 0.25
H -1.49 -1.99 0.03
H 1.07 2.22 -0.02
*
```

Values from the calculation:
HOMO level: -9.56 eV
electronic energy: -438.752333 hartree
SMILES string: C=C(F)c1conn1

(8)
The following is a DFT calculation (wB97M-V/def2-TZVPD) of 2 unconnected molecules or ions with the total composition C4H3FN3O2.

```
! wB97M-V def2-TZVPD RIJCOSX def2/J DEFGRID3
* xyz -1 1
C -2.89 0.11 -0.42
C -1.66 -0.11 1.25
C 2.63 -0.51 -0.14
C 2.05 0.90 -0.21
N -2.85 0.35 0.91
N -1.81 -0.47 -0.90
N -1.02 -0.62 0.20
O 3.82 -0.69 -0.32
O 1.71 -1.28 0.22
F 2.82 1.91 0.23
H -3.73 0.36 -1.04
H 1.02 1.06 0.07
H -0.08 -1.00 0.14
*
```

Values from the calculation:
HOMO level (spin up / spin down): -5.11 / -4.18 eV
electronic energy: -568.768176 hartree

(9)
The following is a DFT calculation (wB97M-V/def2-TZVPD) of 2 unconnected molecules or ions with the total composition C4H3FNO2.

```
! wB97M-V def2-TZVPD RIJCOSX def2/J DEFGRID3
* xyz -1 1
C -1.94 -0.18 1.04
C 2.47 0.29 0.49
C -0.64 0.07 -1.04
C -0.87 -0.41 0.30
N -2.89 0.05 1.66
O 3.19 -0.61 0.68
O 2.12 1.39 0.32
F 0.12 -1.32 0.76
H 0.43 0.46 -1.20
H -1.32 0.99 -1.17
H -0.66 -0.73 -1.83
*
```

Values from the calculation:
HOMO level: -1.63 eV
electronic energy: -459.320079 hartree

(10)
The following is a DFT calculation (wB97M-V/def2-TZVPD) of a molecular structure, C4H3GdO6.

```
! wB97M-V def2-TZVPD RIJCOSX def2/J DEFGRID3
* xyz 1 9
O 0.61 -0.03 0.83
C 0.51 0.02 -0.41
O 0.73 1.49 -2.36
C -0.50 1.52 -2.78
C 0.96 1.39 -0.95
O -1.49 1.65 -1.99
O -0.72 1.44 -4.03
H 0.45 2.22 -0.43
H 2.05 1.50 -0.83
Gd -3.05 1.60 -3.87
O 0.28 -2.53 4.77
C 0.17 -2.94 3.52
O -0.08 -4.06 3.15
H 0.09 -3.26 5.39
*
```

Values from the calculation:
HOMO level (spin up / spin down): -11.11 / -13.17 eV
electronic energy: -1370.970374 hartree
expectation value of S²: 21.0407

(11)
The following is a DFT calculation (wB97M-V/def2-TZVPD) of 2 unconnected molecules or ions with the total composition C4H3I.

```
! wB97M-V def2-TZVPD RIJCOSX def2/J DEFGRID3
* xyz 0 1
C 1.21 -2.28 -0.62
C 0.63 -1.23 -0.48
C -0.36 0.78 -0.38
C -0.64 1.11 0.82
I -1.82 2.87 1.27
H 1.97 -2.89 -0.98
H -0.33 0.99 -1.45
H -0.67 0.65 1.81
*
```

Values from the calculation:
HOMO level: -9.83 eV
electronic energy: -451.667713 hartree

(12)
The following is a DFT calculation (wB97M-V/def2-TZVPD) of a molecular structure, C4H3I3.

```
! wB97M-V def2-TZVPD RIJCOSX def2/J DEFGRID3
* xyz 0 1
C 0.83 0.37 -1.35
C 0.67 -0.06 -0.09
C 0.16 -1.26 0.38
C -1.89 0.57 1.39
I -0.88 -2.61 -1.00
I -0.86 -0.98 2.31
I -0.97 2.39 1.54
H 1.34 1.30 -1.71
H 0.57 -0.22 -2.27
H 1.03 0.50 0.79
*
```

Values from the calculation:
HOMO level (spin up / spin down): -7.71 / -8.05 eV
electronic energy: -1047.014438 hartree

(13)
The following is a DFT calculation (wB97M-V/def2-TZVPD) of 2 unconnected molecules or ions with the total composition C4H3IN2.

```
! wB97M-V def2-TZVPD RIJCOSX def2/J DEFGRID3
* xyz 0 1
C 0.06 -1.08 -1.23
C -0.24 1.80 -0.83
C -0.37 -0.35 1.15
C 0.39 -0.33 -0.09
N -0.16 -1.64 -2.21
N -0.61 2.71 -1.41
I 2.54 -0.05 0.14
H -0.36 0.56 1.88
H -1.40 -0.41 0.84
H 0.16 -1.21 1.74
*
```

Values from the calculation:
HOMO level (spin up / spin down): -10.57 / -10.57 eV
electronic energy: -561.257909 hartree

(14)
The following is a DFT calculation (wB97M-V/def2-TZVPD) of a single C4H3IO2 molecule.

```
! wB97M-V def2-TZVPD RIJCOSX def2/J DEFGRID3
* xyz 0 1
O -0.21 -1.34 -1.54
C -0.08 -0.42 -0.56
C 0.17 -0.62 0.83
C 0.22 0.62 1.38
O 0.01 1.57 0.46
C -0.17 0.93 -0.72
I -0.51 2.08 -2.41
H -0.11 -2.22 -1.17
H 0.30 -1.56 1.33
H 0.38 0.95 2.39
*
```

Values from the calculation:
HOMO level: -8.22 eV
electronic energy: -602.354890 hartree
SMILES string: Oc1ccoc1I

(15)
The following is a DFT calculation (wB97M-V/def2-TZVPD) of a molecular structure, C4H3KLiMgO2.

```
! wB97M-V def2-TZVPD RIJCOSX def2/J DEFGRID3
* xyz 1 1
C -0.92 0.01 0.79
O -0.56 1.25 1.05
Li -3.02 1.70 0.16
K 1.74 0.73 2.18
H -1.71 -1.03 0.54
C -0.17 -1.11 0.39
C 1.23 -0.77 -0.04
C 1.45 -0.19 -1.24
O 0.48 0.15 -2.17
Mg -0.72 1.18 -1.10
H -0.27 -2.01 1.01
H 2.46 0.07 -1.58
*
```

Values from the calculation:
HOMO level (spin up / spin down): -11.27 / -10.20 eV
electronic energy: -1111.835240 hartree

(16)
The following is a DFT calculation (wB97M-V/def2-TZVPD) of a molecular structure, C4H3LiMgO.

```
! wB97M-V def2-TZVPD RIJCOSX def2/J DEFGRID3
* xyz 1 2
C -1.66 0.89 1.93
C -2.32 0.60 0.86
H -1.79 1.43 2.87
H -3.25 0.88 0.35
Mg -0.42 -0.46 0.76
C 0.87 -1.40 -0.62
C 1.84 -0.71 -1.09
O 2.69 0.03 -1.48
H 0.73 -2.46 -0.83
Li 3.31 1.21 -2.76
*
```

Values from the calculation:
HOMO level (spin up / spin down): -10.38 / -13.21 eV
electronic energy: -436.755501 hartree
expectation value of S²: 0.7536

(17)
The following is a DFT calculation (wB97M-V/def2-TZVPD) of a molecular structure, C4H3LiO6Tl.

```
! wB97M-V def2-TZVPD RIJCOSX def2/J DEFGRID3
* xyz -1 1
O -0.76 3.78 0.75
C -0.75 2.79 -0.01
O -1.02 2.78 -1.23
O -0.44 1.61 0.61
C -0.52 0.43 -0.09
O -0.36 -1.90 -0.10
C 0.26 -3.03 0.34
C -0.01 -0.68 0.44
O 0.97 -3.00 1.37
O 0.20 -4.01 -0.45
H -0.87 0.49 -1.12
H 0.47 -0.72 1.42
Tl -1.28 5.00 -1.06
Li 1.75 -4.75 0.64
H 3.43 -4.79 0.25
*
```

Values from the calculation:
HOMO level (spin up / spin down): -3.03 / -3.03 eV
electronic energy: -785.765661 hartree

(18)
The following is a DFT calculation (wB97M-V/def2-TZVPD) of a molecular structure, C4H3LiO6Zn.

```
! wB97M-V def2-TZVPD RIJCOSX def2/J DEFGRID3
* xyz 0 1
O 3.54 -0.49 -1.76
C 2.62 0.27 -1.29
O 2.90 1.49 -1.06
O 1.51 -0.27 -0.89
C 0.74 0.35 0.17
O -1.06 -0.25 1.58
C -2.38 -0.53 1.75
C -0.53 -0.34 0.26
O -2.85 -1.51 1.12
O -3.15 0.44 2.00
Zn 4.44 1.08 -1.81
Li -4.20 -0.19 0.43
H 0.67 1.42 -0.04
H -0.46 -1.41 0.02
H -1.80 -0.06 -0.47
*
```

Values from the calculation:
HOMO level (spin up / spin down): -9.60 / -7.23 eV
electronic energy: -2392.384561 hartree

(19)
The following is a DFT calculation (wB97M-V/def2-TZVPD) of a molecular structure, C4H3MgO6.

```
! wB97M-V def2-TZVPD RIJCOSX def2/J DEFGRID3
* xyz 1 1
O -0.35 1.44 -2.00
C -0.60 1.03 -3.20
O -2.41 0.12 -4.51
C -2.09 -1.16 -4.57
C -2.07 0.82 -3.32
O -1.55 -1.76 -3.60
O -2.35 -1.79 -5.64
H -2.48 0.32 -2.44
H -2.54 1.81 -3.40
Mg -1.52 -3.41 -4.77
O 0.49 3.49 -1.58
C 0.87 2.29 -1.92
O 1.73 2.00 -2.72
H 0.12 3.97 -2.34
*
```

Values from the calculation:
HOMO level: -11.79 eV
electronic energy: -805.412264 hartree

(20)
The following is a DFT calculation (wB97M-V/def2-TZVPD) of a single C4H3N molecule.

```
! wB97M-V def2-TZVPD RIJCOSX def2/J DEFGRID3
* xyz 0 1
C 1.79 0.64 0.03
C 0.78 0.00 0.11
C -0.51 -0.70 0.16
C -1.50 0.29 -0.30
N -2.05 1.22 -0.68
H 2.72 1.16 -0.02
H -0.73 -1.03 1.19
H -0.51 -1.58 -0.48
*
```

Values from the calculation:
HOMO level: -10.80 eV
electronic energy: -208.886595 hartree
SMILES string: C#CCC#N